Density functional theory data (ωB97M-V with the def2-TZVPD basis set) for a 2-piece molecular cluster, C31H36N3 overall.

## Properties
Energy in eV: -37196.8153
E_HOMO in eV: -10.057
Maximum force in eV/Å: 1.30
Energy above the lowest of the compared OMol25 structures with the same formula, charge and spin in kcal per mole: 0.0
Net charge: +1
Lowest unoccupied orbital energy in Ha: -0.15279

Geometry as XYZ:
```
70
C31H36N3, DFT ωB97M-V with the def2-TZVPD basis set
C 2.38612 -1.12337 3.78821
C 2.83490 -0.42259 2.50719
C 4.32553 -0.07925 2.60709
C 2.62103 -1.24858 1.24433
C 2.00581 0.83467 2.40016
N 2.58631 2.03475 2.54665
C 1.66895 3.06630 2.38325
C 0.40760 2.48457 2.18478
C -0.68129 3.33701 2.01583
C -0.48701 4.72250 2.13021
C 0.79424 5.27630 2.28544
C 1.90581 4.43457 2.42326
C 0.60368 1.01632 2.17880
C -0.35422 0.03429 1.91120
C -1.74875 0.13907 2.21475
C -2.21991 0.92114 3.30503
C -3.57828 1.13847 3.49202
C -4.51561 0.63489 2.58226
C -5.96034 1.02076 2.68469
C -4.07384 -0.24477 1.58518
C -2.72665 -0.52514 1.42506
H 1.30609 -1.31016 3.78982
H 2.91997 -2.07274 3.91755
H 2.61825 -0.47284 4.64320
H 4.67995 0.45655 1.71806
H 4.55638 0.50238 3.50689
H 4.89483 -1.01395 2.67262
H 2.94964 -0.67372 0.36737
H 3.20181 -2.17905 1.28183
H 1.57740 -1.50745 1.07643
H 3.56308 2.19958 2.77044
H -1.65662 2.91805 1.78277
H -1.34700 5.38758 2.10235
H 0.92127 6.35783 2.31061
H 2.91772 4.80560 2.58691
H -0.03433 -0.88303 1.43568
H -1.48410 1.33798 3.99534
H -3.91578 1.73679 4.33870
H -6.54811 0.45124 1.95931
H -6.37044 0.82298 3.68306
H -6.11212 2.08940 2.47659
H -4.82502 -0.68098 0.92555
H -2.38987 -1.21251 0.64899
C -0.48886 -4.20402 -4.35049
C -0.21483 -4.00028 -2.85686
C -0.13031 -2.56015 -2.46160
C 0.03916 -1.54239 -3.43300
N 0.15954 -1.86699 -4.75981
C 0.30804 -3.23577 -5.20704
C 0.59159 -0.90617 -5.75207
C 0.08426 0.49163 -5.44421
C 0.38162 0.90401 -3.99757
C 0.16362 -0.19505 -3.00645
C 0.14347 0.06214 -1.62899
N -0.00525 -0.90932 -0.72366
C -0.13878 -2.18019 -1.11557
H -0.22225 -5.22318 -4.64381
H -1.55820 -4.06238 -4.55289
H -1.01205 -4.48819 -2.28241
H 0.72325 -4.52051 -2.59439
H 1.37694 -3.52767 -5.21831
H -0.04472 -3.28273 -6.24780
H 1.69650 -0.90345 -5.83664
H 0.20041 -1.23964 -6.72484
H 0.55908 1.18970 -6.13923
H -0.99834 0.52289 -5.62157
H 1.42288 1.26691 -3.94037
H -0.25738 1.75771 -3.73974
H 0.25645 1.09093 -1.26488
H -0.25296 -2.94929 -0.34124
```

---

Density functional theory data (ωB97M-V with the def2-TZVPD basis set) for a 8-piece molecular cluster, C31H36N4O23 overall.

## Properties
2S+1: 2
Energy in eV: -85770.2046
E_HOMO (alpha / beta) in eV: -2.671 / -5.023
Maximum force in eV/Å: 10.15
Net charge: -1
Lowest unoccupied orbital energy (alpha / beta) in Ha: -0.01890 / -0.01890

Geometry as XYZ:
```
94
C31H36N4O23, DFT ωB97M-V with the def2-TZVPD basis set
C 2.98096 2.04835 0.15164
N 1.74619 1.30266 -0.10560
O 0.72778 1.71980 0.48519
O 1.73960 0.58285 -1.05006
H 3.02821 2.50825 1.13873
H 2.87862 2.78161 -0.64834
H 3.83111 1.38302 0.00105
C 1.08845 3.58496 3.98353
N 1.17914 2.23870 4.66551
O 1.13283 2.20422 5.90630
O 1.16578 1.31170 3.91257
H 1.93720 3.79549 3.33285
H 1.27545 4.27321 4.80782
H 0.09156 3.69948 3.55785
C 4.04912 -0.51180 3.33962
N 4.66573 0.84163 3.40233
O 4.64444 1.38690 4.49160
O 5.07315 1.36313 2.36407
H 4.14474 -1.04847 4.28352
H 4.38941 -1.10614 2.49164
H 2.98424 -0.28939 3.27123
C -4.25360 -3.04676 2.61650
C -3.29702 -3.07416 3.84911
C -1.77006 -3.05191 3.39692
O -1.37583 -1.72569 3.20799
C -0.43554 -1.38489 2.21401
N -3.63839 -1.94545 4.61036
H -5.29848 -2.89852 2.88914
H -4.27878 -3.92753 1.97485
H -3.91439 -2.24887 1.95589
H -3.41602 -4.02082 4.37614
H -1.67159 -3.64034 2.48469
H -1.15431 -3.42301 4.21621
H -0.82262 -1.62969 1.22490
H 0.55690 -1.83474 2.24224
H -0.13952 -0.33903 2.13248
H -4.60983 -1.66932 4.62283
H -3.19986 -1.27596 3.99427
C 1.52757 -3.89036 -5.91061
C 0.48278 -3.67351 -5.13363
C 0.36250 -2.50346 -4.20542
O -0.59955 -2.14472 -3.43118
C 1.53477 -1.58407 -4.23424
C 2.62564 -1.85542 -5.05881
C 2.70858 -3.07031 -6.00535
O 3.68449 -3.21642 -6.73986
O 3.69471 -0.98105 -5.24317
O -0.62112 -4.51212 -5.12737
H 1.46592 -4.69187 -6.63185
H 1.46333 -0.71174 -3.60152
H 3.94816 -0.99480 -6.16901
H -1.16098 -4.44900 -4.33607
C -2.76185 2.33997 -3.69818
C -1.62256 2.46364 -2.95974
C -0.92726 3.74890 -2.54778
O 0.09637 3.81968 -1.83624
C -1.59261 4.91944 -3.25571
C -2.69381 4.80365 -4.00963
C -3.41030 3.50174 -4.27586
O -4.41161 3.32172 -4.89824
O -3.11073 5.91137 -4.67741
O -1.01198 1.31112 -2.42500
H -3.14840 1.34873 -3.88370
H -1.18751 5.90027 -3.05502
H -3.95487 5.83468 -5.12811
H -0.30515 1.58530 -1.83609
C -4.97517 2.27100 2.78522
C -4.32918 1.69501 1.73244
C -2.99390 2.13403 1.23040
O -2.48492 1.75901 0.16633
C -2.39456 3.17932 2.08663
C -2.98284 3.47485 3.26092
C -4.36792 3.11537 3.74365
O -4.81302 3.52726 4.83205
O -2.42304 4.23927 4.19354
O -5.01880 0.71319 1.04853
H -5.97297 1.93350 3.02372
H -1.43978 3.42741 1.64704
H -2.96075 4.19728 4.98770
H -4.56643 0.60591 0.20862
C 3.07083 -2.11813 -0.57561
C 2.28514 -3.17121 -0.71092
C 2.71376 -4.29949 -1.68429
O 2.15371 -5.26836 -1.81174
C 3.93341 -3.88559 -2.40197
C 4.63260 -2.74709 -2.22820
C 4.27533 -1.76082 -1.27977
O 4.91049 -0.78102 -1.05283
O 5.66865 -2.41920 -2.91125
O 1.14235 -3.37520 -0.07035
H 2.81128 -1.50837 0.27717
H 4.23770 -4.57740 -3.17347
H 5.98380 -1.56257 -2.61381
H 0.79523 -4.26267 -0.18657
```

---

Density functional theory data (ωB97M-V with the def2-TZVPD basis set) for a 2-piece molecular cluster, C31H36N5O overall.

## Properties
Energy in eV: -42220.8598
E_HOMO in eV: -10.176
Maximum force in eV/Å: 2.45
Energy above the lowest of the compared OMol25 structures with the same formula, charge and spin in kcal per mole: 53.9
Net charge: +1
Lowest unoccupied orbital energy in Ha: -0.15866

Geometry as XYZ:
```
73
C31H36N5O, DFT ωB97M-V with the def2-TZVPD basis set
C -2.21356 -0.44008 -2.57496
C -1.08856 0.26069 -3.03660
N -0.10927 0.80152 -3.42033
N -3.44592 -0.00975 -3.08699
C -4.47073 -0.90424 -3.31948
C -5.73810 -0.44106 -3.61421
C -5.98848 0.93181 -3.71791
C -4.90431 1.80656 -3.62905
C -3.63459 1.32846 -3.36568
H -2.13639 -1.50526 -2.33185
H -4.20627 -1.95842 -3.25237
H -6.53592 -1.17024 -3.73904
H -6.99804 1.30856 -3.87700
H -5.01697 2.88314 -3.74631
H -2.75820 1.97893 -3.32078
C 5.25475 0.91006 2.51615
N 4.29117 0.87962 1.44168
C 4.62467 1.32005 0.19204
O 5.69636 1.81542 -0.13296
C 3.40369 1.10117 -0.69949
C 3.62784 0.03835 -1.78871
C 4.70388 0.45855 -2.76197
C 4.39353 1.33371 -3.80663
C 5.40497 1.79220 -4.65662
C 6.72782 1.37559 -4.46822
C 7.02841 0.47275 -3.44070
C 6.01810 0.01142 -2.59647
N 2.36947 0.69988 0.25633
C 1.11222 0.47239 -0.18238
C 0.07269 0.00249 0.61300
C -1.23414 -0.28071 0.24373
C -2.24188 -0.65645 1.19515
C -3.59867 -0.85558 0.80040
C -4.56941 -1.21664 1.71190
C -4.25130 -1.41061 3.08202
N -5.21749 -1.82213 4.00912
C -5.31652 -3.20020 4.45289
C -5.87303 -0.88729 4.90407
C -2.92136 -1.18929 3.49381
C -1.94767 -0.82342 2.58259
C 2.89564 0.49670 1.62891
C 2.82099 -0.96646 2.07130
C 2.24458 1.42706 2.65760
H 6.22946 1.16954 2.10201
H 4.98457 1.65628 3.27149
H 5.31731 -0.06848 3.00181
H 3.12736 2.06075 -1.17551
H 3.91015 -0.90612 -1.28971
H 2.67209 -0.10122 -2.31809
H 3.35590 1.65446 -3.93789
H 5.15453 2.47957 -5.46571
H 7.52173 1.75104 -5.11732
H 8.05256 0.13201 -3.28463
H 6.24395 -0.68626 -1.78607
H 0.95460 0.71358 -1.24211
H 0.28971 -0.14911 1.66598
H -1.53573 -0.18677 -0.78720
H -3.87085 -0.71028 -0.24608
H -5.60247 -1.38170 1.41053
H -4.75819 -3.85672 3.77694
H -4.92930 -3.31469 5.47776
H -6.37386 -3.49885 4.45818
H -5.71618 0.13993 4.55852
H -6.94999 -1.10407 4.92330
H -5.49183 -0.98951 5.93252
H -2.65936 -1.32258 4.54370
H -0.93830 -0.65889 2.96111
H 3.42618 -1.58262 1.39301
H 3.22230 -1.04842 3.08811
H 1.79181 -1.33188 2.06393
H 2.49264 2.46724 2.40921
H 1.15883 1.31038 2.67552
H 2.64638 1.19415 3.65075
```